C2H10O3Si2 | the ωB97M-V functional and the def2-TZVPD basis

ORCA input file:
```
! RIJCOSX wB97M-V def2-TZVPD def2/J DEFGRID3
* xyz 0 1
C -1.35856 1.35153 -2.26405
O -1.76356 -1.04135 0.83640
H 1.90389 -3.36898 0.93308
O -1.58954 0.28650 -1.39720
H -2.25341 1.47762 -2.87512
Si 1.99594 -2.54299 -0.26356
H 1.27409 0.97345 1.97255
C 0.23129 1.29729 1.96362
H 0.16790 2.33388 2.29843
H -0.50520 1.13787 -2.91138
H -2.70959 -1.00575 0.68458
O -0.28234 1.23037 0.66990
H -1.16255 2.27292 -1.70883
H 3.21578 -1.73801 -0.26812
H -0.33556 0.65666 2.64413
H 1.88648 -3.30782 -1.50054
Si -0.75158 -0.15079 -0.07979
*
```

## Properties
- Energy: -24133.704 eV
- Energy above the lowest of the compared OMol25 structures with the same formula, charge and spin: 131.3 kcal/mol

Mulliken atomic charge list, values in e, 6 entries:
1. C -0.561
2. O -0.403
3. H -0.084
4. O -0.278
5. H 0.232
6. Si 0.318

C11H23N5O3 | the ωB97M-V functional and the def2-TZVPD basis

ORCA input file:
```
! RIJCOSX wB97M-V def2-TZVPD def2/J DEFGRID3
* xyz 0 1
H 2.21895 2.38335 0.43372
H -0.86340 3.56613 0.84404
C -2.58645 0.43926 0.83046
H 2.96963 -1.16027 2.00393
O -4.15599 -1.92096 -0.27189
H 0.93465 -2.43187 -0.08353
H 0.50798 -1.34598 -2.05156
H 0.18962 0.03306 -1.30032
O -2.09384 -2.45116 -0.99986
H -2.95752 -1.41645 1.92293
H 2.70334 -0.91551 -2.31894
N 1.34107 2.82324 0.54627
C -2.33597 -1.09835 1.03839
C 2.50422 -0.91707 -0.13937
H -1.12170 -1.54769 2.48857
H -2.97458 2.98430 0.09298
C 3.09958 -1.40621 -1.42276
C -2.93858 -1.90030 -0.16215
H -2.17309 3.08626 -1.52596
C 0.30721 2.38272 -0.24354
H -3.58177 0.65204 1.22331
H -1.84780 0.92593 1.49611
H 2.93502 -2.49377 -1.47056
N -0.97840 -1.46635 1.48065
C 1.00098 -1.32854 -0.02903
H 1.32537 1.87238 -1.80980
H 4.36679 -1.19465 1.03443
H 3.26161 -2.61790 1.08778
H 1.14243 3.07876 1.50474
H -3.33615 0.76951 -1.09674
C -2.18182 2.55072 -0.48117
H -1.65133 0.58812 -1.20383
C 0.31888 -0.80698 1.14816
N 0.41207 1.75636 -1.33627
N -0.92802 2.78931 0.20325
O 0.66017 0.17129 1.81911
C -2.46060 1.03756 -0.54191
H 4.20160 -1.28514 -1.50368
N 0.11990 -0.99676 -1.19120
H 2.54301 0.20256 -0.06508
H -1.24095 -1.84823 -1.00584
C 3.34386 -1.54270 1.05618
*
```

## Properties
- Energy: -25373.104 eV
- Energy above the lowest of the compared OMol25 structures with the same formula, charge and spin: 32.7 kcal/mol
- SMILES: [H]/N=C(\N)NCCC[C@H](NC(=O)[C@@H](N)C(C)C)C(=O)O

Mulliken atomic charge list, values in e, 6 entries:
1. H 0.230
2. H 0.201
3. C -0.669
4. H 0.381
5. O -0.610
6. H 0.536

ClN3O2 | the ωB97M-V functional and the def2-TZVPD basis

ORCA input file:
```
! RIJCOSX wB97M-V def2-TZVPD def2/J DEFGRID3
* xyz 0 1
N 0.97108 -0.39639 -0.68193
O -2.05313 -1.14374 -0.18642
Cl -1.80202 1.37452 0.04841
N -1.67904 -0.35121 0.56164
N 1.82863 0.06314 -0.15367
O 2.73448 0.45368 0.41197
*
```

## Properties
- Energy: -21083.226 eV
- Energy above the lowest of the compared OMol25 structures with the same formula, charge and spin: 1.8 kcal/mol
- SMILES: N#[N+][O-].O=NCl

In elementary charge units, the Mulliken charges are:
1. N -0.296
2. O -0.176
3. Cl -0.127
4. N 0.293
5. N 0.837
6. O -0.530